DFT (ωB97M-V/def2-TZVPD) results for a gas-phase ion, C4H12N3 (charge +1) in a non-equilibrium geometry.

Structure (XYZ):
```
19
Properties=species:S:1:pos:R:3:forces:R:3:nbo_charge:R:1
C 1.817043 0.277821 0.482454 0.318 -2.803 1.718 -0.37
C 0.612087 0.289239 -0.380142 -1.298 2.758 2.630 0.36
C -0.788296 0.670310 0.055296 -1.029 -1.820 4.244 -0.22
C -1.866192 -0.479480 -0.176009 0.748 -1.693 0.005 -0.16
N -1.289744 -1.827564 0.177045 2.432 2.669 -0.602 -0.79
N -1.489028 1.933585 -0.166808 1.504 1.542 -1.369 -0.77
N 2.919242 -0.645759 0.180527 -0.270 -0.950 -0.198 -0.80
H 2.243357 1.275182 0.438465 -0.346 0.972 -0.489 0.30
H 1.655361 0.124133 1.573958 -0.560 0.267 -0.720 0.25
H 0.884119 0.548318 -1.328191 0.451 0.108 -3.219 0.18
H -0.248794 -1.696761 -0.092740 -2.156 -1.665 0.438 0.33
H -2.045512 -0.305628 -1.219288 -0.786 -0.444 -0.773 0.19
H -2.744867 -0.356008 0.459653 0.139 0.560 -0.382 0.24
H -1.757624 -2.678247 -0.140356 0.294 0.621 -0.301 0.41
H -0.831838 0.429897 1.196017 0.791 1.251 -1.336 0.26
H -1.936572 2.040939 -1.117289 0.802 -0.138 1.431 0.40
H -0.998710 2.860889 0.129033 -0.921 -2.530 -0.835 0.42
H 3.028067 -0.936230 -0.789080 -0.025 0.455 0.052 0.38
H 2.837892 -1.524638 0.717446 -0.088 0.841 -0.294 0.39
```
Forces are in eV/Å.

Calculated values
Relative energy (zero: lowest compared OMol25 entry of this formula, charge and spin) (kcal per mole): 142.4
Net charge: +1
Orbital gap (eV): 6.34